Record 1
The following is a quantum chemistry calculation of the molecule C4H7NS in a non-equilibrium geometry, from the Open Molecules 2025 dataset.

The geometry in XYZ format:
```
13
C4H7NS | the Open Molecules 2025 dataset | wB97M-V/def2-TZVPD
C -1.373 0.015 1.084
C -0.613 1.333 1.083
C 0.445 0.724 0.188
C -0.185 -1.386 -0.984
N -0.141 -0.494 0.120
S -2.674 -0.677 1.753
H -1.182 1.978 0.528
H -0.395 1.882 2.031
H 0.539 1.242 -0.763
H 1.440 0.708 0.823
H -0.675 -1.115 -1.918
H 0.878 -1.518 -1.278
H -0.388 -2.324 -0.561
```

Properties
**Energy above the lowest of the compared OMol25 structures with the same formula, charge and spin**: 2.700 eV
**HOMO level**: -8.48 eV
**Charge**: 0
**LUMO**: 0.013 Eh
**Kohn-Sham gap**: 0.324 hartree
**Molecular weight**: 101.17 g/mol

Charges computed using Löwdin, reported in e:
1 C -0.689
2 C -0.166
3 C -0.282
4 C -0.086
5 N -0.165
6 S 0.663
7 H 0.076
8 H 0.131
9 H 0.117
10 H 0.148
11 H 0.087
12 H 0.097
13 H 0.067

---

Record 2
The following is a quantum chemistry calculation of a structure of composition C21H29AsClF6HgNO in a non-equilibrium geometry, from the Open Molecules 2025 dataset.

The geometry in XYZ format:
```
61
C21H29AsClF6HgNO | the Open Molecules 2025 dataset | wB97M-V/def2-TZVPD
Hg -0.924 0.274 0.560
F -1.727 0.408 -2.409
As -2.386 0.198 -4.009
F -3.008 1.849 -3.979
F -0.913 0.728 -4.764
F -3.927 -0.345 -3.265
F -1.875 -1.479 -4.058
F -3.132 -0.008 -5.617
Cl 2.035 6.586 0.228
C 0.764 5.411 0.449
C 0.084 4.921 -0.657
C -0.905 3.986 -0.478
C -1.250 3.505 0.804
C -2.251 2.500 0.972
C -0.538 4.042 1.898
C 0.459 4.974 1.728
H 0.334 5.271 -1.648
H -1.420 3.582 -1.339
H -2.993 2.453 0.181
H -2.686 2.446 1.968
H -0.776 3.694 2.896
H 0.999 5.365 2.579
C 2.097 -0.098 -2.490
C 3.257 -0.136 -1.495
C 3.434 1.233 -0.837
C 3.089 -1.231 -0.465
C 4.032 -2.227 -0.447
C 3.974 -3.289 0.447
C 2.954 -3.286 1.380
C 2.002 -2.287 1.454
C 1.065 -2.384 2.645
C -0.324 -2.913 2.279
C 0.993 -1.081 3.446
C 1.983 -1.220 0.480
N 1.200 -0.176 0.377
H 2.273 0.657 -3.256
H 1.176 0.145 -1.967
H 1.972 -1.064 -2.975
H 4.173 -0.357 -2.066
H 2.546 1.445 -0.247
H 3.561 2.010 -1.591
H 4.303 1.233 -0.179
H 4.835 -2.201 -1.178
H 4.718 -4.076 0.428
H 2.911 -4.101 2.102
H 1.504 -3.136 3.323
H -0.889 -2.184 1.694
H -0.889 -3.146 3.184
H -0.230 -3.821 1.688
H 0.664 -0.250 2.822
H 1.977 -0.829 3.837
H 0.304 -1.187 4.286
C -4.563 -3.011 0.794
C -4.412 -1.808 -0.127
O -3.071 -1.726 -0.547
H -5.577 -3.053 1.182
H -3.863 -2.925 1.622
H -4.337 -3.929 0.258
H -4.705 -0.896 0.418
H -5.075 -1.905 -0.997
H -3.026 -1.150 -1.321
```

Properties
**Energy above the lowest of the compared OMol25 structures with the same formula, charge and spin**: 1.359 eV
**HOMO level (spin up / spin down)**: -0.70 / -0.79 eV
**Charge**: -2
**LUMO (spin up / spin down)**: 0.159 / 0.159 Eh
**Kohn-Sham gap (spin up / spin down)**: 0.185 / 0.188 hartree
**Molecular weight**: 736.42 g/mol

Charges computed using Löwdin, reported in e:
1 Hg 1.007
2 F -0.301
3 As 0.782
4 F -0.289
5 F -0.262
6 F -0.300
7 F -0.269
8 F -0.306
9 Cl 0.582
10 C -0.698
11 C -0.125
12 C -0.054
13 C -0.386
14 C -0.186
15 C -0.070
16 C -0.140
17 H 0.098
18 H 0.111
19 H 0.019
20 H 0.012
21 H 0.101
22 H 0.092
23 C -0.082
24 C -0.398
25 C -0.091
26 C -0.171
27 C -0.101
28 C -0.158
29 C -0.111
30 C -0.171
31 C -0.403
32 C -0.093
33 C -0.103
34 C -0.376
35 N -0.148
36 H 0.067
37 H 0.042
38 H 0.076
39 H 0.113
40 H 0.047
41 H 0.062
42 H 0.068
43 H 0.091
44 H 0.066
45 H 0.091
46 H 0.110
47 H 0.007
48 H 0.062
49 H 0.074
50 H 0.011
51 H 0.072
52 H 0.061
53 C -0.094
54 C -0.341
55 O -0.138
56 H 0.060
57 H 0.064
58 H 0.069
59 H 0.108
60 H 0.109
61 H 0.029

---

Record 3
The following is a quantum chemistry calculation of a structure of composition C17H45FFeO6 in a non-equilibrium geometry, from the Open Molecules 2025 dataset.

The geometry in XYZ format:
```
70
C17H45FFeO6 | the Open Molecules 2025 dataset | wB97M-V/def2-TZVPD
Fe 0.049 1.518 3.470
C -1.287 -1.729 0.969
C -0.038 -1.176 1.635
O -0.258 -0.202 2.621
H -1.897 -1.006 0.429
H -1.900 -2.410 1.555
H -0.896 -2.324 0.139
H 0.558 -0.814 0.785
H 0.664 -1.948 1.964
F 0.866 2.333 1.926
C -3.151 -0.146 -1.891
C -2.317 -1.341 -2.385
C -3.232 -2.444 -2.924
O -1.401 -0.848 -3.348
H -4.118 -0.374 -1.439
H -3.456 0.383 -2.800
H -2.573 0.481 -1.210
H -1.776 -1.785 -1.552
H -2.629 -3.154 -3.493
H -3.996 -1.998 -3.561
H -3.654 -3.064 -2.132
H -1.614 0.076 -3.499
C 1.365 -2.875 -2.699
C 1.131 -4.388 -2.604
C 0.005 -4.726 -1.617
O 0.838 -4.919 -3.889
H 1.632 -2.582 -1.682
H 0.473 -2.384 -3.093
H 2.140 -2.590 -3.411
H 1.984 -4.982 -2.269
H 0.315 -4.353 -0.631
H -0.143 -5.802 -1.546
H -0.971 -4.239 -1.708
H 0.316 -4.257 -4.354
C 0.647 1.333 -1.775
C 2.045 1.950 -1.767
C 2.111 3.381 -2.315
O 2.511 1.950 -0.445
H 0.300 1.212 -2.804
H -0.112 1.934 -1.259
H 0.567 0.355 -1.296
H 2.633 1.281 -2.401
H 1.650 4.060 -1.593
H 1.523 3.509 -3.227
H 3.130 3.722 -2.485
H 1.825 2.065 0.217
C 4.047 1.792 3.317
C 3.009 0.668 3.464
C 3.695 -0.456 4.247
O 1.857 1.081 4.242
H 4.862 1.371 2.726
H 4.373 2.110 4.304
H 3.651 2.572 2.665
H 2.678 0.315 2.490
H 2.990 -1.153 4.709
H 4.313 0.003 5.022
H 4.332 -1.125 3.670
H 2.140 1.110 5.168
C -3.463 1.968 1.140
C -2.153 2.631 1.599
C -2.194 4.143 1.549
O -1.882 2.275 2.996
H -3.719 2.278 0.130
H -4.262 2.371 1.772
H -3.415 0.888 1.262
H -1.343 2.230 0.993
H -1.211 4.561 1.331
H -2.643 4.634 2.414
H -2.841 4.477 0.733
H -2.680 2.576 3.452
```

Properties
**Energy above the lowest of the compared OMol25 structures with the same formula, charge and spin**: 2.868 eV
**HOMO level (spin up / spin down)**: -11.66 / -11.66 eV
**Expectation value of S²**: 8.77
**Charge**: +1
**Spin multiplicity**: 6
**LUMO (spin up / spin down)**: -0.153 / -0.220 Eh
**Kohn-Sham gap (spin up / spin down)**: 0.275 / 0.209 hartree
**Molecular weight**: 420.38 g/mol

Charges computed using Löwdin, reported in e:
1 Fe 1.212
2 C -0.052
3 C -0.309
4 O -0.206
5 H 0.051
6 H 0.091
7 H 0.055
8 H 0.105
9 H 0.127
10 F -0.383
11 C -0.057
12 C -0.489
13 C -0.043
14 O -0.053
15 H 0.089
16 H 0.092
17 H 0.049
18 H 0.080
19 H 0.075
20 H 0.085
21 H 0.084
22 H 0.070
23 C -0.045
24 C -0.475
25 C -0.059
26 O -0.048
27 H 0.073
28 H 0.060
29 H 0.085
30 H 0.138
31 H 0.064
32 H 0.082
33 H 0.060
34 H 0.083
35 C -0.060
36 C -0.481
37 C -0.045
38 O -0.064
39 H 0.075
40 H 0.073
41 H 0.064
42 H 0.139
43 H 0.077
44 H 0.078
45 H 0.079
46 H 0.031
47 C -0.024
48 C -0.419
49 C -0.040
50 O -0.140
51 H 0.103
52 H 0.089
53 H 0.083
54 H 0.136
55 H 0.089
56 H 0.088
57 H 0.098
58 H 0.135
59 C -0.030
60 C -0.429
61 C -0.032
62 O -0.133
63 H 0.090
64 H 0.093
65 H 0.078
66 H 0.113
67 H 0.089
68 H 0.092
69 H 0.093
70 H 0.124

---

Record 4
The following is a quantum chemistry calculation of a cluster of 2 separate species, C9H15BrF2N4O5S2 in total in a non-equilibrium geometry, from the Open Molecules 2025 dataset.

The geometry in XYZ format:
```
38
C9H15BrF2N4O5S2 | the Open Molecules 2025 dataset | wB97M-V/def2-TZVPD
C 4.249 0.227 0.975
C 4.158 -0.974 -0.093
C 2.674 -0.953 -0.662
Br 2.682 -1.817 -2.480
N 1.716 -1.732 0.138
C 1.940 -2.891 0.971
C 0.634 -3.276 1.519
N -0.356 -2.378 0.991
C 0.343 -1.471 0.196
C -0.352 -0.265 -0.562
C -0.437 0.934 0.514
C 0.850 1.845 0.509
N 1.241 2.502 -0.732
O 1.582 2.021 1.476
H 3.343 0.102 1.650
H 4.065 1.183 0.396
H 5.215 0.233 1.546
H 4.399 -1.977 0.358
H 4.872 -0.792 -0.954
H 2.379 0.116 -0.827
H 2.933 -3.377 1.148
H 0.408 -4.123 2.217
H -1.367 -2.389 1.151
H 0.244 0.001 -1.479
H -1.405 -0.571 -0.851
H -0.498 0.467 1.546
H -1.365 1.528 0.252
H 2.243 2.328 -0.890
H 0.696 2.137 -1.524
N -5.922 1.062 -0.255
S -4.864 0.404 -1.213
O -3.481 0.463 -0.801
O -5.110 0.480 -2.623
F -5.193 -1.136 -0.935
S -5.806 2.634 -0.234
O -6.517 3.239 0.855
O -5.903 3.326 -1.487
F -4.287 2.893 0.196
```

Properties
**HOMO level**: -9.04 eV
**Charge**: 0
**LUMO**: -0.057 Eh
**Kohn-Sham gap**: 0.275 hartree
**Molecular weight**: 441.28 g/mol

Charges computed using Löwdin, reported in e:
1 C -0.082
2 C -0.245
3 C -0.611
4 Br 0.689
5 N -0.052
6 C 0.024
7 C 0.004
8 N 0.150
9 C -0.152
10 C -0.058
11 C -0.057
12 C -0.466
13 N 0.125
14 O 0.042
15 H 0.075
16 H 0.076
17 H 0.086
18 H 0.097
19 H 0.106
20 H 0.079
21 H 0.133
22 H 0.133
23 H 0.188
24 H 0.102
25 H 0.114
26 H 0.132
27 H 0.129
28 H 0.087
29 H 0.089
30 N -0.299
31 S 0.497
32 O -0.340
33 O -0.278
34 F -0.205
35 S 0.482
36 O -0.292
37 O -0.286
38 F -0.216

---

Record 5
The following is a quantum chemistry calculation of a structure of composition C45H45N2OP2S2Zr in a non-equilibrium geometry, from the Open Molecules 2025 dataset.

The geometry in XYZ format:
```
98
C45H45N2OP2S2Zr | the Open Molecules 2025 dataset | wB97M-V/def2-TZVPD
Zr -0.374 -0.016 0.173
C 3.297 -2.420 -1.549
N 2.186 -1.699 -0.923
P 2.310 -0.113 -0.283
C 4.057 -0.053 0.222
C 4.375 -0.721 1.404
C 5.693 -0.799 1.820
C 6.692 -0.202 1.063
C 6.374 0.476 -0.103
C 5.056 0.562 -0.524
C 2.279 1.022 -1.721
C 1.912 2.331 -1.389
C 1.937 3.328 -2.350
C 2.293 3.019 -3.655
C 2.621 1.715 -4.000
C 2.628 0.720 -3.035
P 0.821 -2.528 -0.240
C 1.502 -4.193 0.086
C 1.590 -5.185 -0.886
C 2.153 -6.410 -0.574
C 2.631 -6.657 0.705
C 2.550 -5.670 1.676
C 1.983 -4.444 1.370
C -0.128 -2.869 -1.776
C 0.122 -2.178 -2.959
C -0.590 -2.482 -4.111
C -1.574 -3.457 -4.081
C -1.863 -4.114 -2.892
C -1.151 -3.817 -1.744
H 4.036 -1.707 -1.910
H 2.923 -3.007 -2.390
H 3.791 -3.097 -0.848
H 3.579 -1.163 1.994
H 5.941 -1.321 2.733
H 7.720 -0.256 1.391
H 7.152 0.940 -0.693
H 4.810 1.107 -1.425
H 1.647 2.562 -0.357
H 1.699 4.350 -2.086
H 2.328 3.797 -4.405
H 2.895 1.482 -5.019
H 2.918 -0.286 -3.310
H 1.221 -5.001 -1.885
H 2.207 -7.176 -1.335
H 3.061 -7.619 0.945
H 2.914 -5.860 2.676
H 1.912 -3.671 2.126
H 0.900 -1.422 -2.992
H -0.373 -1.953 -5.030
H -2.120 -3.698 -4.982
H -2.644 -4.861 -2.864
H -1.369 -4.333 -0.816
O -1.288 1.690 -0.552
S -1.761 3.116 -0.199
C -1.875 3.206 1.643
C -3.125 2.667 2.274
C -3.296 1.301 2.486
C -4.462 0.822 3.064
C -5.470 1.700 3.430
C -5.306 3.062 3.229
C -4.144 3.542 2.649
C -3.557 3.219 -0.576
C -3.965 2.624 -1.890
C -5.156 1.904 -1.939
C -5.578 1.326 -3.124
C -4.807 1.455 -4.270
C -3.629 2.187 -4.230
C -3.212 2.778 -3.048
H -1.759 4.268 1.862
H -0.985 2.659 1.984
H -2.503 0.620 2.218
H -4.574 -0.241 3.228
H -6.382 1.327 3.874
H -6.084 3.753 3.522
H -4.024 4.606 2.488
H -3.766 4.292 -0.547
H -4.089 2.735 0.239
H -5.752 1.794 -1.042
H -6.502 0.768 -3.151
H -5.127 0.991 -5.192
H -3.033 2.300 -5.124
H -2.295 3.354 -3.019
C -2.741 -0.672 -1.822
C -2.851 -1.459 -0.553
C -3.772 -2.397 -0.169
C -3.370 -2.882 1.104
C -2.216 -2.224 1.447
C -1.329 -2.396 2.642
N -1.896 -1.330 0.436
H -3.080 -1.265 -2.671
H -1.701 -0.368 -2.014
H -3.354 0.223 -1.788
H -4.623 -2.717 -0.746
H -3.876 -3.636 1.682
H -1.913 -2.716 3.504
H -0.819 -1.464 2.893
H -0.570 -3.164 2.454
S 0.431 0.707 2.251
```

Properties
**Energy above the lowest of the compared OMol25 structures with the same formula, charge and spin**: 0.600 eV
**HOMO level**: -9.60 eV
**Charge**: +1
**LUMO**: -0.101 Eh
**Kohn-Sham gap**: 0.252 hartree
**Molecular weight**: 847.17 g/mol

Charges computed using Löwdin, reported in e:
1 Zr 1.024
2 C -0.120
3 N -0.524
4 P 0.864
5 C -0.338
6 C -0.091
7 C -0.065
8 C -0.064
9 C -0.063
10 C -0.076
11 C -0.382
12 C -0.123
13 C -0.068
14 C -0.066
15 C -0.064
16 C -0.097
17 P 0.986
18 C -0.352
19 C -0.088
20 C -0.058
21 C -0.062
22 C -0.067
23 C -0.100
24 C -0.377
25 C -0.109
26 C -0.073
27 C -0.072
28 C -0.060
29 C -0.105
30 H 0.073
31 H 0.085
32 H 0.089
33 H 0.102
34 H 0.111
35 H 0.111
36 H 0.111
37 H 0.103
38 H 0.095
39 H 0.110
40 H 0.110
41 H 0.111
42 H 0.097
43 H 0.107
44 H 0.111
45 H 0.111
46 H 0.110
47 H 0.100
48 H 0.076
49 H 0.109
50 H 0.109
51 H 0.114
52 H 0.120
53 O -0.708
54 S 1.066
55 C -0.277
56 C -0.304
57 C -0.036
58 C -0.048
59 C -0.067
60 C -0.067
61 C -0.057
62 C -0.238
63 C -0.295
64 C -0.048
65 C -0.067
66 C -0.072
67 C -0.065
68 C -0.054
69 H 0.103
70 H -0.016
71 H 0.055
72 H 0.110
73 H 0.109
74 H 0.109
75 H 0.118
76 H 0.121
77 H 0.080
78 H 0.124
79 H 0.111
80 H 0.109
81 H 0.109
82 H 0.109
83 C -0.030
84 C -0.380
85 C -0.057
86 C -0.053
87 C -0.379
88 C -0.067
89 N -0.203
90 H 0.094
91 H 0.045
92 H 0.049
93 H 0.105
94 H 0.104
95 H 0.083
96 H -0.019
97 H 0.053
98 S 0.057